Below is the ion C22H33N2 with charge +1 at a distorted geometry, with properties calculated with wB97M-V/def2-TZVPD.

Values from the calculation:
Total charge   +1
E_LUMO   -0.095 Ha
Total energy   -26322.3697 eV
HOMO level   -0.416 Eh
Energy relative to the best compared isomer or geometry (same formula, charge and spin)   0.000 eV

Element x y z (Å)
N1 2.79 -2.31 0.77
N2 1.46 -2.17 0.18
C1 -2.08 2.52 2.87
C2 -3.37 2.97 3.53
C3 -1.52 -2.71 0.08
C4 -1.70 2.96 1.60
C5 1.54 0.54 -0.34
C6 1.40 0.04 -3.21
C7 2.74 2.27 1.05
C8 -1.23 1.60 3.52
C9 0.08 -1.39 -1.51
C10 -1.58 -2.95 -2.37
C11 -1.20 -2.67 -3.67
C12 0.46 -1.07 -2.83
C13 -0.24 3.16 -0.37
C14 -0.01 1.18 2.94
C15 0.86 0.22 3.74
C16 0.34 1.63 1.65
C17 1.67 1.18 1.03
C18 0.71 -0.74 -0.29
C19 -1.83 -3.39 -4.84
C20 -0.50 2.55 0.99
C21 -0.91 -2.38 -1.28
C22 -0.24 -1.68 -3.88
H1 -1.49 -2.97 -5.80
H2 -0.01 -0.64 0.55
H3 -2.33 -3.44 -0.07
H4 -2.43 -3.61 -2.21
H5 0.92 1.02 -3.05
H6 -3.35 4.06 3.71
H7 0.84 3.33 -0.55
H8 0.44 0.10 4.74
H9 1.62 -0.04 -4.28
H10 3.53 -2.55 0.08
H11 -2.36 3.66 1.10
H12 -2.92 -3.31 -4.80
H13 -0.84 -3.18 0.82
H14 3.66 1.86 0.63
H15 2.56 0.37 -0.72
H16 -3.52 2.46 4.50
H17 1.25 -2.99 -0.45
H18 0.79 -2.25 0.95
H19 2.04 0.38 1.71
H20 2.92 2.59 2.09
H21 -0.05 -1.32 -4.89
H22 -1.97 -1.81 0.56
H23 3.08 -1.44 1.31
H24 -0.62 2.54 -1.20
H25 2.44 3.14 0.45
H26 -0.74 4.15 -0.45
H27 -1.59 -4.48 -4.84
H28 -4.23 2.76 2.86
H29 -1.49 1.19 4.51
H30 2.38 0.02 -2.70
H31 1.89 0.58 3.84
H32 0.90 -0.78 3.28
H33 1.04 1.23 -1.02

Atom charges from the natural (NBO) analysis, given in e for atoms 1 to 5: number 1, N, carries -0.650; number 2, N, carries -0.419; number 3, C, carries 0.013; number 4, C, carries -0.636; number 5, C, carries -0.653

Below is a structure of composition C22H33N3O3 at a distorted geometry, with properties calculated with wB97M-V/def2-TZVPD.

Values from the calculation:
Total charge   0
E_LUMO   0.026 Ha
Total energy   -33939.7865 eV
HOMO level   -0.279 Eh
Energy relative to the best compared isomer or geometry (same formula, charge and spin)   24.283 eV

Element x y z (Å)
O1 1.07 -0.65 1.14
O2 3.06 0.69 0.34
O3 -3.62 4.70 2.11
N1 0.25 -5.07 -2.15
N2 0.06 2.49 0.94
N3 0.02 -2.15 -3.37
C1 -0.06 -1.10 -2.61
C2 -1.16 0.42 -1.32
C3 1.13 1.76 3.22
C4 -0.73 -4.16 -2.05
C5 -0.35 2.15 3.39
C6 -1.76 4.09 3.63
C7 -2.31 3.97 2.11
C8 1.51 -3.92 -2.22
C9 1.12 -0.08 -2.80
C10 -0.26 1.30 -1.29
C11 -0.87 -0.68 -1.83
C12 0.34 -5.88 -1.10
C13 -1.12 -3.17 -3.40
C14 1.72 0.46 0.98
C15 -2.50 2.34 1.77
C16 -0.06 2.65 -0.35
C17 1.31 1.95 1.43
C18 1.00 0.90 -1.94
C19 -0.49 3.55 3.56
C20 -1.03 1.88 2.06
C21 3.30 -0.65 -0.07
C22 1.30 -3.10 -3.30
H1 1.58 -3.33 -1.19
H2 -0.15 3.73 4.68
H3 -2.55 3.58 4.37
H4 2.19 2.68 1.33
H5 4.21 -0.28 -0.56
H6 -1.59 4.64 1.45
H7 1.67 2.36 3.56
H8 0.38 -5.31 -0.06
H9 -1.91 -2.83 -3.32
H10 -1.97 5.41 3.92
H11 2.68 -0.95 -0.91
H12 1.94 1.73 -1.97
H13 3.40 -1.26 0.72
H14 1.31 -6.55 -1.11
H15 0.68 3.24 -0.73
H16 2.29 -2.36 -3.35
H17 0.21 4.29 3.15
H18 -1.86 -1.31 -1.85
H19 -0.94 -3.54 -1.29
H20 -0.88 -3.85 -4.16
H21 1.11 0.50 3.25
H22 -0.44 -6.41 -1.42
H23 1.93 -0.41 -3.30
H24 -1.16 3.01 -0.60
H25 1.20 -3.60 -4.29
H26 -3.11 1.96 2.32
H27 -0.96 1.55 3.97
H28 -2.12 0.50 -0.38
H29 -4.44 4.14 2.63
H30 -1.27 0.78 1.98
H31 -1.80 -4.85 -2.25
H32 -2.83 2.54 0.67
H33 2.35 -4.48 -2.15

Atom charges from the natural (NBO) analysis, given in e for atoms 1 to 5: number 1, O, carries -0.607; number 2, O, carries -0.525; number 3, O, carries -0.764; number 4, N, carries -0.439; number 5, N, carries -0.483

Below is an isolated molecule of C22H33N3O5, with properties calculated with wB97M-V/def2-TZVPD.

Values from the calculation:
Total charge   0
E_LUMO   0.025 Ha
Total energy   -38057.2384 eV
HOMO level   -0.309 Eh
Energy relative to the best compared isomer or geometry (same formula, charge and spin)   2.777 eV

Element x y z (Å)
O1 2.90 1.76 -0.43
O2 -2.15 -2.45 -0.61
O3 0.70 1.90 1.36
O4 -3.25 2.05 1.78
O5 2.14 -1.58 -4.09
N1 -1.17 -0.76 2.75
N2 -2.95 1.11 3.78
N3 -2.18 -0.33 -1.36
C1 0.10 -0.14 3.13
C2 -2.34 -1.26 -0.39
C3 -2.29 1.10 -1.19
C4 1.85 -1.49 1.95
C5 -0.38 -0.55 -3.09
C6 4.14 1.76 -1.10
C7 -1.84 -0.78 -2.70
C8 3.29 -0.52 0.31
C9 -2.74 1.16 2.45
C10 0.57 -1.37 -2.22
C11 1.31 -0.80 -4.92
C12 2.91 -1.60 1.08
C13 -0.17 -0.95 -4.55
C14 -1.97 -1.11 3.90
C15 1.16 -0.29 2.06
C16 -1.92 0.05 1.81
C17 1.19 3.19 1.09
C18 1.50 0.80 1.24
C19 2.59 0.67 0.36
C20 -2.88 -0.81 0.95
C21 2.00 -1.20 -2.73
C22 -2.41 0.12 4.70
H1 1.60 0.26 -4.86
H2 -2.78 1.52 -2.07
H3 1.30 3.36 0.01
H4 3.46 -2.53 1.00
H5 -2.06 -1.85 -2.73
H6 -0.02 0.93 3.36
H7 4.14 -0.62 -0.35
H8 -0.46 -2.00 -4.68
H9 0.44 3.87 1.49
H10 -1.40 -1.79 4.55
H11 0.46 -0.65 4.02
H12 -1.56 0.54 5.25
H13 -3.12 -1.72 1.49
H14 1.55 -2.32 2.57
H15 -2.86 1.37 -0.31
H16 -3.81 -0.25 0.78
H17 -3.49 1.87 4.17
H18 0.29 -2.42 -2.26
H19 4.97 1.59 -0.41
H20 2.15 3.37 1.58
H21 -3.18 -0.15 5.42
H22 -0.77 -0.33 -5.22
H23 -0.14 0.51 -2.98
H24 1.50 -1.16 -5.94
H25 -2.50 -0.26 -3.41
H26 -1.19 0.54 1.16
H27 0.52 -1.05 -1.18
H28 4.23 2.76 -1.53
H29 4.18 1.02 -1.91
H30 -1.30 1.56 -1.10
H31 -2.86 -1.64 3.55
H32 2.69 -1.84 -2.18
H33 2.31 -0.15 -2.61

Atom charges from the natural (NBO) analysis, given in e for atoms 1 to 5: number 1, O, carries -0.515; number 2, O, carries -0.637; number 3, O, carries -0.533; number 4, O, carries -0.650; number 5, O, carries -0.531

Below is a structure of composition C22H33N7O4PPdS2, with properties calculated with wB97M-V/def2-TZVPD.

Values from the calculation:
Total charge   +2
Expectation value of S²   8.803
E_LUMO (alpha / beta)   -0.149 / -0.291 Ha
Total energy   -76396.9654 eV
HOMO level (alpha / beta)   -0.364 / -0.483 Eh
Multiplicity   6
Energy relative to the best compared isomer or geometry (same formula, charge and spin)   0.034 eV

Element x y z (Å)
Pd1 0.38 -0.43 0.30
S1 0.15 -1.00 -2.11
S2 2.72 -0.83 -0.11
P1 2.06 -1.59 -1.85
O1 -1.15 -0.66 1.66
O2 2.04 -3.17 -1.85
O3 -3.05 -1.76 2.02
O4 3.05 -1.11 -2.96
N1 -5.20 -3.28 0.86
N2 0.44 1.69 0.26
N3 0.15 -2.74 0.71
N4 0.14 6.80 -0.39
N5 -4.31 -5.33 1.51
N6 -5.43 -4.00 3.02
N7 1.07 6.54 1.67
C1 0.55 5.89 0.53
C2 -0.02 3.82 -0.73
C3 3.30 -3.92 -1.69
C4 -1.55 -4.20 1.88
C5 0.94 2.32 1.36
C6 -3.26 -5.49 0.49
C7 4.17 -1.33 -5.08
C8 3.17 -4.84 -0.51
C9 0.55 10.40 0.49
C10 -1.27 -2.98 1.00
C11 1.35 8.93 2.23
C12 0.16 9.32 -0.35
C13 2.83 -1.42 -4.38
C14 0.99 3.68 1.48
C15 0.97 7.83 1.41
C16 0.50 4.50 0.42
C17 0.38 8.07 0.12
C18 1.13 10.20 1.74
C19 -1.86 -5.48 1.11
C20 -4.96 -4.20 1.79
C21 -0.02 2.46 -0.77
C22 -1.90 -1.72 1.62
H1 1.39 4.13 2.37
H2 -1.14 -5.65 0.30
H3 1.41 11.06 2.34
H4 -3.45 -6.42 -0.04
H5 -1.77 -6.34 1.78
H6 -4.36 -6.06 2.20
H7 4.08 -5.44 -0.41
H8 -0.40 4.35 -1.59
H9 -3.37 -4.69 -0.24
H10 -0.40 1.93 -1.63
H11 1.79 8.75 3.20
H12 -2.38 -3.96 2.54
H13 -1.77 -3.09 0.03
H14 4.03 -1.52 -6.14
H15 2.39 -2.41 -4.46
H16 -6.09 -3.26 3.20
H17 -0.69 -4.37 2.54
H18 0.73 -2.98 1.50
H19 -5.00 -3.48 -0.11
H20 2.33 -5.52 -0.63
H21 -0.27 6.59 -1.28
H22 3.44 -4.46 -2.62
H23 1.31 1.69 2.15
H24 2.13 -0.68 -4.75
H25 4.86 -2.07 -4.69
H26 0.40 11.41 0.13
H27 4.12 -3.21 -1.56
H28 3.05 -4.27 0.42
H29 0.47 -3.29 -0.08
H30 4.60 -0.34 -4.95
H31 -5.22 -2.31 1.13
H32 -5.11 -4.54 3.80
H33 -0.28 9.51 -1.32

Atom charges from the natural (NBO) analysis, given in e for atoms 1 to 5: number 1, Pd, carries 1.139; number 2, S, carries -0.406; number 3, S, carries -0.356; number 4, P, carries 1.731; number 5, O, carries -0.649

Below is a structure of composition C22H34AlN4O2, with properties calculated with wB97M-V/def2-TZVPD.

Values from the calculation:
Total charge   -1
E_LUMO   0.064 Ha
Total energy   -40017.3973 eV
HOMO level   -0.143 Eh

Element x y z (Å)
Al1 4.90 4.56 -3.58
O1 -1.21 4.58 -2.36
O2 2.39 5.04 -2.20
N1 5.49 3.00 -2.66
N2 -3.88 -0.50 -3.43
N3 -1.85 -4.23 0.65
N4 -1.48 -5.12 6.11
C1 -1.98 -0.67 -1.39
C2 0.07 4.70 -2.97
C3 5.11 3.82 -0.26
C4 -2.14 0.50 -2.10
C5 -2.25 4.43 -3.30
C6 -2.32 -4.30 1.90
C7 2.87 4.47 -3.45
C8 -0.35 -6.33 7.84
C9 0.45 -5.23 8.12
C10 -3.10 0.54 -3.10
C11 1.07 4.74 -1.83
C12 -3.53 4.13 -2.56
C13 -1.01 -6.45 0.92
C14 -0.71 -4.07 6.39
C15 4.91 2.74 -1.35
C16 -1.30 -6.22 6.83
C17 -2.17 -5.41 2.71
C18 -1.50 -6.51 2.21
C19 0.26 -4.08 7.38
C20 -1.21 -5.29 0.18
C21 -3.70 -1.62 -2.73
C22 -2.77 -1.76 -1.71
H1 -4.20 3.55 -3.20
H2 1.02 3.79 -1.28
H3 5.29 1.80 -0.95
H4 0.74 5.52 -1.14
H5 6.50 2.97 -2.57
H6 2.59 3.40 -3.50
H7 4.18 4.33 0.00
H8 -3.25 1.44 -3.68
H9 -3.33 3.53 -1.67
H10 -2.01 3.63 -4.01
H11 0.86 -3.20 7.56
H12 3.83 2.59 -1.50
H13 -2.36 5.35 -3.89
H14 -1.94 -7.06 6.58
H15 -1.24 -0.75 -0.61
H16 5.52 3.39 0.65
H17 2.39 5.00 -4.29
H18 -0.88 -3.18 5.79
H19 5.81 4.58 -0.62
H20 -0.83 -5.21 -0.83
H21 -0.47 -7.28 0.48
H22 -2.67 -2.70 -1.18
H23 0.11 5.63 -3.55
H24 5.31 4.41 -5.15
H25 5.48 5.94 -2.93
H26 -1.36 -7.39 2.82
H27 -0.24 -7.26 8.39
H28 -1.54 1.38 -1.90
H29 -2.56 -5.40 3.72
H30 -4.34 -2.45 -3.01
H31 0.23 3.86 -3.64
H32 -4.08 5.02 -2.27
H33 -2.84 -3.41 2.25
H34 1.20 -5.28 8.89

Atom charges from the natural (NBO) analysis, given in e for atoms 1 to 5: number 1, Al, carries 1.242; number 2, O, carries -0.550; number 3, O, carries -0.564; number 4, N, carries -1.109; number 5, N, carries -0.428

Below is a structure of composition C22H34BBaN7S4, with properties calculated with wB97M-V/def2-TZVPD.

Values from the calculation:
Total charge   0
E_LUMO   -0.007 Ha
Total energy   -78515.2479 eV
HOMO level   -0.282 Eh
Energy relative to the best compared isomer or geometry (same formula, charge and spin)   0.000 eV

Element x y z (Å)
Ba1 -0.04 -1.43 1.86
S1 0.19 1.78 1.74
S2 2.14 -1.31 -0.30
S3 -0.59 -6.73 1.81
S4 -2.33 -0.88 -0.08
N1 3.39 1.13 -0.05
N2 -2.24 2.70 0.84
N3 -0.97 1.88 -0.74
N4 1.48 1.23 -1.11
N5 -1.09 -2.41 -2.05
N6 -0.41 -0.34 -1.96
N7 -0.29 -3.96 1.95
C1 -1.90 4.22 2.76
C2 -1.23 -1.24 -1.37
C3 -2.72 -3.90 -0.76
C4 2.03 2.50 -1.11
C5 -1.04 2.11 0.59
C6 2.32 0.39 -0.47
C7 -0.60 -4.78 -1.71
C8 5.49 1.85 1.02
C9 -4.19 3.73 1.95
C10 -0.41 -5.13 1.90
C11 3.20 2.45 -0.46
C12 4.57 0.66 0.73
C13 5.36 -0.37 -0.08
C14 -2.14 2.33 -1.33
C15 0.23 -0.95 -3.02
C16 -2.93 2.83 -0.36
C17 -2.49 -4.04 -3.22
C18 -0.18 -2.22 -3.07
C19 4.10 0.10 2.07
C20 -1.73 -3.77 -1.92
C21 -2.79 3.14 2.16
C22 -2.92 1.92 3.08
B1 0.03 1.12 -1.65
H1 5.70 0.07 -1.02
H2 4.97 -0.14 2.69
H3 5.88 2.29 0.10
H4 -1.83 -4.03 -4.09
H5 -2.33 4.55 3.71
H6 -3.90 3.27 -0.43
H7 -2.30 2.24 -2.38
H8 -0.03 -4.53 -0.83
H9 -4.56 4.04 2.93
H10 4.76 -1.25 -0.29
H11 1.52 3.32 -1.57
H12 3.49 0.84 2.60
H13 -4.89 2.99 1.55
H14 0.95 -0.42 -3.62
H15 -3.53 1.15 2.60
H16 0.02 1.71 -2.71
H17 -3.27 -3.29 -3.37
H18 3.52 -0.81 1.92
H19 -3.56 -3.23 -0.87
H20 0.07 -4.83 -2.57
H21 -2.25 -3.74 0.20
H22 6.34 1.49 1.59
H23 -0.89 3.85 2.93
H24 -1.03 -5.77 -1.56
H25 -4.17 4.60 1.31
H26 -1.85 5.08 2.09
H27 6.23 -0.67 0.50
H28 0.11 -3.01 -3.73
H29 -3.08 -4.93 -0.78
H30 -2.96 -5.02 -3.17
H31 -1.94 1.52 3.31
H32 -3.41 2.22 4.01
H33 4.99 2.62 1.61
H34 3.91 3.22 -0.26

Atom charges from the natural (NBO) analysis, given in e for atoms 1 to 5: number 1, Ba, carries 1.794; number 2, S, carries -0.495; number 3, S, carries -0.474; number 4, S, carries -0.235; number 5, S, carries -0.475

Below is a structure of composition C22H34BBrFNO13SSi2 at a distorted geometry, with properties calculated with wB97M-V/def2-TZVPD.

Values from the calculation:
Total charge   0
E_LUMO   -0.067 Ha
Total energy   -151506.2693 eV
HOMO level   -0.354 Eh

Element x y z (Å)
Br1 1.92 -2.85 0.22
S1 -0.73 0.92 -2.72
Si1 2.71 1.29 -1.81
Si2 0.54 -0.70 -1.84
F1 -0.04 1.48 -4.01
O1 4.29 1.38 -4.59
O2 4.32 1.15 -2.22
O3 0.37 -1.97 -2.83
O4 5.07 -0.64 -3.64
O5 -1.88 7.52 0.19
O6 -3.96 -5.09 6.76
O7 2.11 -0.26 -1.93
O8 -1.97 0.35 -3.16
O9 3.11 2.06 2.17
O10 -2.06 -2.58 -4.24
O11 -0.01 -2.92 3.98
O12 -0.80 1.98 -1.75
O13 -3.76 2.89 1.94
N1 6.00 0.98 1.10
C1 0.52 -1.67 0.93
C2 -0.50 -3.07 -2.53
C3 -2.38 4.02 0.40
C4 2.61 2.06 -0.13
C5 -2.31 6.46 0.59
C6 3.59 1.54 0.91
C7 -3.66 -1.27 -5.52
C8 -1.95 -2.83 -2.86
C9 -0.92 -3.42 4.62
C10 -3.27 -3.36 5.32
C11 -3.74 5.23 2.16
C12 -3.27 6.40 1.72
C13 -3.33 3.95 1.53
C14 -1.70 -5.19 6.12
C15 1.07 -0.84 2.10
C16 -3.06 -4.59 6.12
C17 -1.90 5.18 -0.04
C18 -0.70 -4.65 5.42
C19 5.03 2.01 0.68
C20 -0.21 -0.85 -0.15
C21 -2.27 -2.82 4.62
C22 -3.39 -2.55 -4.72
B1 4.58 0.63 -3.48
H1 -3.55 7.34 2.16
H2 -0.18 -3.90 -3.15
H3 -2.40 -1.92 4.03
H4 -2.74 -0.71 -5.66
H5 -4.35 -0.63 -4.99
H6 0.29 -5.07 5.40
H7 4.98 1.33 -5.26
H8 0.93 0.21 1.88
H9 6.78 0.93 0.45
H10 -3.57 -3.42 -5.35
H11 -1.21 -1.28 -0.28
H12 -1.21 5.25 -0.87
H13 3.58 1.61 2.88
H14 3.56 0.46 1.00
H15 -2.49 -3.74 -2.61
H16 -4.26 -2.94 5.34
H17 -0.41 -3.40 -1.49
H18 6.41 1.23 1.98
H19 -1.57 -6.09 6.71
H20 -4.09 -2.61 -3.89
H21 -0.21 -2.35 1.35
H22 -4.12 -1.50 -6.48
H23 5.15 2.89 1.32
H24 2.10 2.19 -2.79
H25 2.82 3.12 -0.28
H26 5.61 -0.93 -2.90
H27 -0.40 0.16 0.21
H28 0.49 -1.08 2.98
H29 -2.09 3.07 -0.05
H30 5.20 2.33 -0.34
H31 -4.44 5.16 2.99
H32 -2.39 -2.00 -2.30
H33 1.60 2.03 0.27
H34 2.11 -1.07 2.30

Atom charges from the Löwdin analysis, given in e for atoms 1 to 5: number 1, Br, carries 0.763; number 2, S, carries 0.565; number 3, Si, carries 0.490; number 4, Si, carries 0.308; number 5, F, carries -0.180

Copy entry 7 word for word.
Below is a structure of composition C22H34BBrFNO13SSi2 at a distorted geometry, with properties calculated with wB97M-V/def2-TZVPD.

Values from the calculation:
Total charge   0
E_LUMO   -0.067 Ha
Total energy   -151506.2693 eV
HOMO level   -0.354 Eh

Element x y z (Å)
Br1 1.92 -2.85 0.22
S1 -0.73 0.92 -2.72
Si1 2.71 1.29 -1.81
Si2 0.54 -0.70 -1.84
F1 -0.04 1.48 -4.01
O1 4.29 1.38 -4.59
O2 4.32 1.15 -2.22
O3 0.37 -1.97 -2.83
O4 5.07 -0.64 -3.64
O5 -1.88 7.52 0.19
O6 -3.96 -5.09 6.76
O7 2.11 -0.26 -1.93
O8 -1.97 0.35 -3.16
O9 3.11 2.06 2.17
O10 -2.06 -2.58 -4.24
O11 -0.01 -2.92 3.98
O12 -0.80 1.98 -1.75
O13 -3.76 2.89 1.94
N1 6.00 0.98 1.10
C1 0.52 -1.67 0.93
C2 -0.50 -3.07 -2.53
C3 -2.38 4.02 0.40
C4 2.61 2.06 -0.13
C5 -2.31 6.46 0.59
C6 3.59 1.54 0.91
C7 -3.66 -1.27 -5.52
C8 -1.95 -2.83 -2.86
C9 -0.92 -3.42 4.62
C10 -3.27 -3.36 5.32
C11 -3.74 5.23 2.16
C12 -3.27 6.40 1.72
C13 -3.33 3.95 1.53
C14 -1.70 -5.19 6.12
C15 1.07 -0.84 2.10
C16 -3.06 -4.59 6.12
C17 -1.90 5.18 -0.04
C18 -0.70 -4.65 5.42
C19 5.03 2.01 0.68
C20 -0.21 -0.85 -0.15
C21 -2.27 -2.82 4.62
C22 -3.39 -2.55 -4.72
B1 4.58 0.63 -3.48
H1 -3.55 7.34 2.16
H2 -0.18 -3.90 -3.15
H3 -2.40 -1.92 4.03
H4 -2.74 -0.71 -5.66
H5 -4.35 -0.63 -4.99
H6 0.29 -5.07 5.40
H7 4.98 1.33 -5.26
H8 0.93 0.21 1.88
H9 6.78 0.93 0.45
H10 -3.57 -3.42 -5.35
H11 -1.21 -1.28 -0.28
H12 -1.21 5.25 -0.87
H13 3.58 1.61 2.88
H14 3.56 0.46 1.00
H15 -2.49 -3.74 -2.61
H16 -4.26 -2.94 5.34
H17 -0.41 -3.40 -1.49
H18 6.41 1.23 1.98
H19 -1.57 -6.09 6.71
H20 -4.09 -2.61 -3.89
H21 -0.21 -2.35 1.35
H22 -4.12 -1.50 -6.48
H23 5.15 2.89 1.32
H24 2.10 2.19 -2.79
H25 2.82 3.12 -0.28
H26 5.61 -0.93 -2.90
H27 -0.40 0.16 0.21
H28 0.49 -1.08 2.98
H29 -2.09 3.07 -0.05
H30 5.20 2.33 -0.34
H31 -4.44 5.16 2.99
H32 -2.39 -2.00 -2.30
H33 1.60 2.03 0.27
H34 2.11 -1.07 2.30

Atom charges from the Löwdin analysis, given in e for atoms 1 to 5: number 1, Br, carries 0.763; number 2, S, carries 0.565; number 3, Si, carries 0.490; number 4, Si, carries 0.308; number 5, F, carries -0.180